C34H102O17S17 | wB97M-V/def2-TZVPD

Structure (ORCA input):
```
! wB97M-V def2-TZVPD RIJCOSX def2/J DEFGRID3
* xyz 0 1
C -1.7574 7.1673 2.7233
S -2.9340 7.5251 1.4836
O -3.5648 6.2327 1.1548
C -4.1182 8.2718 2.6042
H -2.1500 6.4650 3.4564
H -1.2182 7.9910 3.2861
H -1.0529 6.5083 2.2668
H -3.5591 9.1192 3.1241
H -4.4036 7.4995 3.3323
H -5.0153 8.5819 2.2156
C 3.4685 -2.5708 -5.2386
S 1.7659 -2.5942 -4.6901
O 0.8666 -2.6512 -5.9101
C 1.8864 -4.2324 -4.1102
H 4.2157 -2.4017 -4.4506
H 3.6037 -1.8167 -5.9995
H 3.7344 -3.5385 -5.7079
H 0.9066 -4.4945 -3.7921
H 2.6102 -4.3267 -3.2897
H 2.1310 -4.8905 -4.9899
C -3.4578 3.6168 2.7287
S -2.0417 2.7137 2.1425
O -0.8750 3.0221 3.0384
C -2.6349 1.1523 2.5889
H -3.7582 3.2719 3.7459
H -4.3093 3.2874 2.0874
H -3.3014 4.7166 2.5374
H -3.6202 1.0518 2.1345
H -2.6565 0.9880 3.6681
H -2.0897 0.4466 1.9918
C -6.0441 -2.4707 3.2647
S -5.5303 -1.3775 1.9168
O -6.3280 -1.6867 0.6630
C -3.8986 -2.1683 1.5705
H -5.9335 -3.5285 3.1390
H -7.1028 -2.2266 3.4722
H -5.5057 -2.2167 4.2266
H -3.4341 -1.6656 0.7142
H -4.1505 -3.1239 1.2352
H -3.2907 -2.1710 2.4899
C 4.2246 3.3631 -2.1624
S 4.0517 1.7489 -1.4947
O 4.4467 0.8431 -2.6411
C 5.5100 1.7609 -0.3635
H 3.4827 3.3790 -2.9909
H 5.1760 3.5301 -2.7198
H 4.2016 4.2174 -1.5178
H 5.2765 2.4236 0.5213
H 6.4621 2.0300 -0.7848
H 5.5237 0.6586 -0.0514
C -0.3358 -2.2829 -9.0502
S -1.7743 -1.6566 -8.1803
O -1.4413 -0.1922 -7.8200
C -2.9559 -1.4567 -9.5819
H 0.4777 -2.3379 -8.4106
H -0.0745 -1.5858 -9.8260
H -0.4799 -3.3054 -9.4222
H -2.5667 -0.6799 -10.3032
H -3.8421 -1.0912 -9.0726
H -3.1375 -2.4213 -10.0310
C 0.7041 3.0388 -0.1307
S 0.3818 4.7442 -0.2758
O 1.7244 5.4174 -0.1829
C -0.1628 4.5057 -1.9828
H 1.0772 2.8781 0.8915
H 1.3024 2.7118 -1.0117
H -0.2095 2.4738 -0.3094
H -1.0328 3.9052 -1.9645
H 0.5665 3.9283 -2.5992
H -0.4123 5.4129 -2.5345
C 2.0445 1.8222 3.7080
S 2.7068 0.3463 2.9487
O 3.8532 -0.1592 3.7745
C 1.2530 -0.6925 3.4546
H 0.9923 1.9813 3.3882
H 2.6244 2.6809 3.3970
H 2.1289 1.6402 4.7600
H 1.4092 -0.9787 4.4956
H 1.1659 -1.5037 2.7666
H 0.3549 -0.0096 3.3733
C -0.6742 0.8653 -4.6784
S 0.6449 2.0510 -4.6557
O 1.2790 1.9390 -3.2765
C 1.6314 1.3334 -5.9676
H -0.5565 -0.1874 -4.7325
H -1.4159 1.1742 -5.4134
H -1.1191 1.0342 -3.7050
H 1.8019 0.2281 -5.8895
H 2.5946 1.8485 -5.9773
H 1.0900 1.5256 -6.8985
C 3.9763 6.9884 1.0788
S 3.7817 6.7389 2.8451
O 3.9640 8.0276 3.5424
C 2.0801 6.3815 2.9963
H 3.4722 7.9450 0.8709
H 3.6135 6.1318 0.5892
H 5.0444 7.1057 0.9974
H 1.8847 6.2436 4.0800
H 1.9018 5.4015 2.5239
H 1.4253 7.1157 2.5474
C 3.9290 -4.8797 5.6336
S 3.4172 -3.1840 5.1500
O 2.2157 -2.8628 5.9617
C 4.8503 -2.4032 5.8811
H 4.6494 -5.1809 4.8876
H 3.0908 -5.6160 5.4777
H 4.3038 -4.9867 6.7123
H 4.5512 -2.4426 6.9639
H 4.9847 -1.3846 5.5550
H 5.8213 -2.8254 5.6081
C 3.3769 -5.4205 0.5416
S 4.6001 -4.2749 -0.0086
O 4.0483 -3.8534 -1.3791
C 4.2434 -2.9648 1.0429
H 3.6364 -5.9119 1.5242
H 3.3823 -6.2448 -0.1799
H 2.3621 -4.8719 0.5890
H 3.2171 -2.7863 1.0439
H 4.8922 -2.0986 0.8399
H 4.6380 -3.3065 2.0042
C -1.4810 -4.5975 1.6265
S -0.3339 -5.9149 1.1203
O -0.8755 -7.2435 1.4677
C -0.5882 -5.7509 -0.6443
H -1.2531 -3.6924 1.0657
H -1.4630 -4.5600 2.7827
H -2.4927 -5.0194 1.3026
H 0.2245 -6.1446 -1.2754
H -0.7399 -4.7087 -0.9158
H -1.5473 -6.1914 -0.9839
C -3.0699 2.7125 -1.7785
S -3.7970 1.0809 -1.5260
O -2.9270 0.5669 -0.4549
C -5.3323 1.6802 -0.8276
H -2.9152 3.1232 -0.7326
H -3.5909 3.2991 -2.5244
H -2.0829 2.4463 -2.2236
H -5.7288 0.8104 -0.2969
H -5.9040 2.0180 -1.7074
H -5.1832 2.5022 -0.1181
C -1.6155 -3.6918 6.6291
S -1.2867 -2.2339 5.5732
O -2.6364 -1.7652 5.0691
C -0.8266 -1.1005 6.8376
H -2.3297 -3.3493 7.3493
H -0.7335 -4.1195 7.0694
H -2.0883 -4.4542 6.0013
H -0.6271 -0.1336 6.3685
H 0.1593 -1.4342 7.1118
H -1.5628 -0.9985 7.6396
C -2.0887 -3.4438 -4.2831
S -2.5647 -2.5815 -2.7989
O -2.4066 -1.1360 -3.0135
C -4.3028 -2.7320 -2.8825
H -2.5870 -4.3646 -4.1638
H -0.9523 -3.5730 -4.1415
H -2.3840 -2.9686 -5.1910
H -4.7156 -2.0493 -2.1655
H -4.7339 -3.6704 -2.8611
H -4.6535 -2.2332 -3.7559
C 2.0215 -1.1889 -1.2722
S 0.6086 -2.0583 -0.7095
O 1.1269 -2.9060 0.4591
C -0.2989 -0.7264 -0.0337
H 2.5176 -0.8168 -0.4268
H 1.9015 -0.4009 -2.0836
H 2.7092 -1.8965 -1.7658
H 0.4052 -0.0926 0.5147
H -0.9596 -1.1264 0.7551
H -0.7946 -0.1271 -0.8000
*
```

Output
DFT total energy	-9404.2822	Ha
frontier orbital gap	8.47	eV
LUMO level	0.0103	Eh
relative energy (zero: lowest compared OMol25 entry of this formula, charge and spin)	156.73	kJ/mol
HOMO level	-8.2	eV
M	1328.31	g mol⁻¹